{
  "formula": "H4S2",
  "method": "ωB97M-V/def2-TZVPD",
  "elements": ["S", "H", "H", "S", "H", "H"],
  "xyz": [[-2.867, 0.761, -1.459], [-2.257, 0.392, -0.317], [-3.340, -0.482, -1.668], [3.329, 0.051, 1.380], [2.323, -0.661, 1.921], [2.812, -0.060, 0.143]],
  "e_above_lowest_kcal_mol": 1.2,
  "smiles": "S.S",
  "gap_ha": 0.383
}



{
  "formula": "C5H12O",
  "method": "ωB97M-V/def2-TZVPD",
  "elements": ["C", "O", "C", "C", "C", "C", "H", "H", "H", "H", "H", "H", "H", "H", "H", "H", "H", "H"],
  "xyz": [[-0.211, -2.175, 1.720], [-0.512, -1.327, 0.765], [0.160, -0.275, 0.419], [-0.373, 0.551, -0.710], [0.073, 0.000, -2.075], [0.064, 2.009, -0.541], [-0.299, -0.410, 2.913], [0.826, -2.250, 2.031], [-0.910, -2.993, 1.814], [-0.178, 0.255, 2.537], [1.202, -0.217, 0.738], [-1.468, 0.500, -0.660], [-0.252, -1.039, -2.202], [-0.350, 0.595, -2.894], [1.166, 0.027, -2.165], [-0.303, 2.422, 0.403], [1.158, 2.088, -0.544], [-0.315, 2.626, -1.363]],
  "e_above_lowest_kcal_mol": 101.8,
  "gap_ha": [0.303, 0.295]
}



{
  "formula": "C7H8NO2",
  "method": "ωB97M-V/def2-TZVPD",
  "elements": ["C", "C", "C", "C", "C", "C", "C", "N", "O", "O", "H", "H", "H", "H", "H", "H", "H", "H"],
  "xyz": [[2.412, 0.093, 0.645], [1.769, -1.040, 0.207], [1.787, 1.296, 0.583], [0.537, -0.973, -0.395], [0.502, 1.249, 0.061], [-2.246, -1.140, 0.549], [-1.544, 0.107, -0.707], [-0.116, 0.155, -0.465], [-3.198, -1.052, 1.137], [-2.159, 1.300, -0.641], [3.445, 0.162, 1.177], [2.201, -2.021, 0.362], [2.292, 2.145, 1.055], [0.009, -1.882, -0.960], [-0.151, 2.210, -0.049], [-1.378, -1.833, 0.526], [-1.796, -0.385, -1.540], [-2.366, 1.608, -1.545]],
  "e_above_lowest_kcal_mol": 27.5,
  "total_charge": 1,
  "gap_ha": 0.324
}



{
  "formula": "C2H6N2S",
  "method": "ωB97M-V/def2-TZVPD",
  "elements": ["C", "C", "H", "H", "H", "H", "H", "H", "N", "N", "S"],
  "xyz": [[0.404, -0.319, 1.939], [-0.583, -0.412, -1.348], [-0.580, 0.135, 2.303], [0.496, -1.407, 1.810], [0.924, 0.117, 2.912], [-1.622, 0.677, 0.005], [0.863, -0.282, -2.130], [-1.215, -1.904, -2.348], [-0.258, 0.571, -0.482], [-1.820, -1.204, -1.579], [1.047, 0.717, 0.521]],
  "e_above_lowest_kcal_mol": 171.0,
  "gap_ha": 0.337
}



{
  "formula": "C6H9BNO2",
  "method": "ωB97M-V/def2-TZVPD",
  "elements": ["O", "B", "C", "C", "C", "N", "C", "C", "H", "H", "H", "H", "H", "H", "C", "O", "H", "H", "H"],
  "xyz": [[-1.556, -0.458, -2.194], [-0.486, -1.031, -1.305], [0.644, 0.025, -0.746], [1.788, 0.785, -1.682], [2.889, 1.866, -1.170], [2.928, 2.272, 0.264], [1.946, 1.597, 1.159], [0.781, 0.502, 0.853], [-1.389, 0.549, -2.180], [-0.520, -2.187, -1.045], [1.792, 0.528, -2.843], [3.635, 2.342, -1.962], [2.026, 1.914, 2.310], [0.063, 0.054, 1.693], [-2.875, -1.734, 1.780], [-1.742, -1.145, 2.129], [-3.814, -1.274, 2.133], [-3.086, -1.826, 0.701], [-3.024, -2.778, 2.106]],
  "total_charge": -1,
  "gap_ha": 0.195
}



{
  "formula": "C49H57Cl2Ge2MnN2O4",
  "method": "ωB97M-V/def2-TZVPD",
  "elements": ["Mn", "O", "C", "C", "C", "C", "C", "C", "C", "C", "N", "H", "H", "H", "H", "H", "H", "H", "H", "H", "H", "H", "C", "C", "C", "C", "C", "C", "C", "C", "C", "C", "C", "C", "O", "H", "H", "H", "H", "H", "H", "H", "H", "H", "H", "H", "H", "H", "H", "H", "H", "H", "C", "Ge", "C", "C", "Ge", "C", "C", "C", "C", "C", "C", "C", "C", "C", "C", "C", "C", "H", "H", "H", "H", "H", "H", "H", "H", "H", "H", "H", "H", "H", "H", "H", "H", "H", "H", "H", "Cl", "C", "C", "C", "C", "C", "Cl", "C", "N", "C", "C", "C", "C", "C", "C", "C", "C", "O", "O", "H", "H", "H", "H", "H", "H", "H", "H", "H", "H"],
  "xyz": [[0.571, -0.468, 1.285], [0.199, 1.211, 2.564], [0.964, 1.535, 3.742], [0.580, 0.644, 4.906], [0.559, -0.850, 4.552], [1.858, -1.388, 4.013], [2.736, -2.066, 4.850], [3.897, -2.620, 4.342], [4.161, -2.485, 2.988], [3.256, -1.786, 2.218], [2.134, -1.236, 2.703], [-0.704, 1.551, 2.611], [0.830, 2.591, 3.973], [2.004, 1.388, 3.455], [-0.412, 0.922, 5.271], [1.280, 0.832, 5.725], [-0.227, -1.068, 3.829], [0.308, -1.411, 5.453], [2.485, -2.171, 5.898], [4.577, -3.159, 4.988], [5.043, -2.912, 2.532], [3.432, -1.661, 1.157], [-3.846, -1.928, 3.086], [-3.512, -1.120, 1.827], [-2.731, 0.135, 2.221], [-2.876, -2.039, 0.798], [-3.703, -2.558, -0.194], [-3.280, -3.560, -1.053], [-2.021, -4.106, -0.857], [-1.153, -3.613, 0.112], [0.158, -4.348, 0.337], [0.389, -4.725, 1.803], [1.373, -3.626, -0.239], [-1.549, -2.503, 0.887], [-0.672, -1.910, 1.720], [-4.356, -1.306, 3.826], [-2.926, -2.314, 3.534], [-4.487, -2.778, 2.850], [-4.456, -0.786, 1.383], [-1.917, -0.136, 2.895], [-3.388, 0.836, 2.741], [-2.315, 0.644, 1.351], [-4.712, -2.170, -0.282], [-3.937, -3.939, -1.824], [-1.702, -4.948, -1.463], [0.062, -5.284, -0.220], [0.542, -3.836, 2.417], [1.269, -5.368, 1.891], [-0.468, -5.267, 2.203], [1.540, -2.680, 0.281], [1.250, -3.406, -1.301], [2.273, -4.235, -0.114], [4.401, -1.742, -1.710], [4.502, 0.093, -1.049], [5.502, 1.234, -2.284], [5.388, 0.182, 0.705], [2.260, 1.098, -1.117], [1.905, 2.503, 0.186], [0.738, 3.275, 0.247], [0.677, 4.384, 1.075], [1.774, 4.741, 1.853], [2.938, 3.995, 1.794], [3.002, 2.884, 0.959], [1.793, 1.587, -2.933], [2.280, 0.806, -3.984], [2.036, 1.163, -5.301], [1.288, 2.299, -5.582], [0.784, 3.074, -4.548], [1.046, 2.728, -3.230], [5.412, -2.136, -1.826], [3.907, -1.774, -2.681], [3.847, -2.398, -1.039], [6.553, 0.941, -2.304], [5.447, 2.275, -1.960], [5.104, 1.168, -3.295], [5.876, -0.768, 0.927], [4.710, 0.411, 1.525], [6.158, 0.954, 0.666], [-0.127, 3.006, -0.340], [-0.225, 4.982, 1.108], [1.721, 5.613, 2.494], [3.799, 4.277, 2.386], [3.925, 2.322, 0.912], [2.853, -0.092, -3.776], [2.425, 0.555, -6.108], [1.094, 2.578, -6.609], [0.188, 3.951, -4.767], [0.664, 3.356, -2.435], [-2.851, 3.374, 0.399], [-4.366, 2.682, -0.132], [-5.541, 3.236, 0.344], [-6.753, 2.744, -0.110], [-6.777, 1.700, -1.022], [-5.592, 1.139, -1.464], [-5.664, -0.206, -2.551], [-4.346, 1.614, -1.036], [-3.151, 1.019, -1.432], [-2.700, 0.992, -2.768], [-3.263, 1.815, -3.739], [-2.825, 1.759, -5.053], [-1.803, 0.895, -5.411], [-1.225, 0.092, -4.442], [-1.659, 0.121, -3.124], [-1.043, -0.850, -2.134], [-0.173, -0.175, -1.130], [-0.592, 0.702, -0.377], [1.120, -0.511, -0.961], [-5.497, 4.058, 1.045], [-7.679, 3.175, 0.243], [-7.714, 1.299, -1.384], [-2.399, 1.107, -0.766], [-4.060, 2.493, -3.460], [-3.287, 2.396, -5.796], [-1.459, 0.843, -6.436], [-0.429, -0.591, -4.715], [-0.465, -1.609, -2.655], [-1.834, -1.351, -1.561]],
  "s2": 8.755,
  "e_above_lowest_kcal_mol": 12.5,
  "spin_multiplicity": 6,
  "total_charge": 1,
  "gap_ha": [0.270, 0.268]
}



Number 1: E -798.74749 hartree, largest force on an atom 0.3 eV/A. Number 2: E -272.78647 hartree, largest force on an atom 0.4 eV/A. Number 3: E -476.42337 hartree, largest force on an atom 7.1 eV/A. Number 4: E -587.23158 hartree, largest force on an atom 9.6 eV/A. Number 5: E -463.89379 hartree, largest force on an atom 6.3 eV/A. Number 6: E -8537.03935 hartree, largest force on an atom 0.7 eV/A.